Record 1
15
Properties=species:S:1:pos:R:3:forces:R:3:mulliken_spin:R:1 method="wB97M-V/def2-TZVPD" s2=12.75 spin_multiplicity=7 de_lowest_kcal_mol=59.4 orbital_gap_ev="7.66 / 8.09" total_charge=+2
H -2.237 -1.983 1.196 0.144 0.329 0.219 0.00
O 0.012 -0.518 -0.607 2.825 3.721 0.490 -0.11
C -0.800 -1.570 -0.380 -3.366 0.846 -0.425 0.01
C -1.507 -1.210 0.931 -0.488 -1.741 -0.766 0.00
O -2.216 -0.041 0.552 0.331 2.158 -2.915 0.00
C -1.473 0.652 -0.437 2.642 0.903 3.782 0.02
C -0.884 1.902 0.243 -1.360 0.772 1.022 -0.01
O 0.492 2.025 0.119 2.437 -1.721 -0.802 -0.11
Tb 1.889 0.589 -0.164 -2.697 1.075 -0.137 6.19
H -0.231 -2.508 -0.369 -0.803 -0.130 -0.730 0.00
H -0.835 -0.968 1.766 -0.020 -0.196 -0.138 0.00
H -1.864 -0.841 -1.249 1.855 -4.555 1.134 0.00
H -1.336 0.868 -1.511 -1.778 -1.161 -0.239 0.00
H -1.154 1.929 1.317 0.070 -0.172 -0.580 0.00
H -1.394 2.766 -0.224 0.207 -0.130 0.083 0.00

=====

Record 2
14
Properties=species:S:1:pos:R:3:forces:R:3:lowdin_charge:R:1 method="wB97M-V/def2-TZVPD" de_lowest_kcal_mol=91.6 orbital_gap_ev="7.35 / 7.36" total_charge=+1
C -0.256 0.577 1.117 1.497 -5.268 -3.385 -0.15
C 1.119 0.927 -0.873 -0.083 -2.995 -2.642 -0.39
C 0.607 -0.454 -0.227 0.419 2.352 2.343 -0.05
C -0.207 -1.228 -1.136 -2.508 -0.408 0.545 -0.06
N 0.604 1.557 1.160 -0.944 1.949 1.758 0.15
N 1.238 1.797 0.152 2.722 3.188 0.284 0.18
N -1.413 0.362 1.609 -0.511 2.156 2.285 0.25
O 1.498 0.993 -2.009 -0.792 0.392 1.569 0.21
H 1.472 -1.000 0.247 -0.919 0.783 -0.236 0.17
H -0.024 -2.268 -0.976 -0.590 -0.788 0.176 0.09
H 0.104 -1.050 -2.128 0.475 0.449 -1.295 0.09
H -1.312 -0.912 -1.099 1.530 -0.761 -0.041 0.14
H -1.661 -0.528 2.068 -0.085 0.278 -0.950 0.18
H -1.769 1.228 2.096 -0.212 -1.325 -0.411 0.19

=====

Record 3
112
Properties=species:S:1:pos:R:3:forces:R:3:mulliken_spin:R:1 method="wB97M-V/def2-TZVPD" s2=2.08 spin_multiplicity=3 orbital_gap_ev="7.28 / 7.05"
V 0.097 0.256 0.103 0.390 0.917 -0.020 1.88
C -1.983 -1.310 4.318 0.001 -0.035 0.025 -0.01
Sb -1.997 -0.543 2.315 0.082 -0.129 -0.012 0.01
C 0.106 0.015 2.167 -0.220 -0.156 -0.041 0.11
C 1.038 -1.056 2.605 -0.032 -0.135 -0.004 -0.05
C 1.515 -2.047 1.736 0.104 0.001 -0.002 0.07
C 2.502 -2.918 2.152 0.039 0.058 0.015 0.01
C 2.969 -2.835 3.454 0.014 -0.007 -0.019 0.00
C 2.398 -1.878 4.276 0.038 -0.007 0.024 0.00
N 1.470 -1.014 3.877 0.011 0.016 -0.012 0.00
Si 0.428 1.603 3.169 0.083 -0.146 0.108 0.01
C -0.261 1.642 4.922 0.022 0.105 -0.029 0.00
C 2.258 1.998 3.235 -0.038 0.089 0.010 0.00
C -0.367 3.061 2.318 -0.026 0.092 -0.041 0.04
C -2.226 -2.510 1.214 -0.114 -0.054 0.160 0.02
C -1.614 -2.497 -0.153 0.048 0.005 -0.169 0.11
C -1.915 -3.532 -1.060 0.038 0.035 0.003 -0.01
C -1.427 -3.541 -2.345 -0.009 -0.038 -0.023 0.01
C -0.626 -2.492 -2.778 0.004 0.040 0.034 0.00
C -0.373 -1.494 -1.874 -0.019 -0.213 -0.125 0.09
N -0.826 -1.491 -0.604 -0.092 -0.103 0.087 -0.21
Si -4.158 -2.479 0.911 0.104 -0.021 0.044 0.01
C -5.114 -1.828 2.393 -0.068 0.002 -0.069 0.00
C -4.536 -1.362 -0.536 -0.074 -0.026 0.000 0.00
C -4.943 -4.130 0.444 -0.050 0.065 -0.049 0.00
Si -1.861 -4.121 2.229 0.014 0.073 -0.057 0.00
C -1.783 -5.677 1.164 0.059 -0.004 0.059 0.00
C -3.184 -4.474 3.521 0.062 -0.039 -0.016 0.00
C -0.231 -4.244 3.146 -0.077 -0.107 0.022 0.00
H -1.633 -0.503 4.953 0.003 0.026 0.008 0.00
H -1.323 -2.162 4.449 -0.016 0.016 -0.010 0.00
H -3.000 -1.569 4.604 -0.034 -0.014 -0.002 0.00
H 1.123 -2.130 0.730 0.006 0.031 0.012 -0.04
H 2.895 -3.663 1.470 0.004 -0.005 0.007 0.00
H 3.740 -3.494 3.829 0.004 -0.004 -0.005 0.00
H 2.711 -1.792 5.312 -0.011 0.005 0.006 0.00
H 0.097 0.812 5.528 0.013 -0.031 0.006 0.00
H -1.353 1.670 4.952 -0.012 -0.030 -0.024 0.00
H 0.085 2.574 5.380 0.001 -0.010 0.014 0.00
H 2.884 1.193 3.615 -0.045 0.004 -0.009 0.00
H 2.375 2.861 3.897 0.011 0.010 0.004 0.00
H 2.625 2.292 2.251 -0.023 -0.012 0.042 0.00
H -1.455 3.025 2.358 0.023 0.004 0.009 0.00
H -0.069 3.157 1.273 0.004 0.012 -0.027 -0.03
H -0.054 3.973 2.835 0.004 0.014 -0.006 0.00
H -2.555 -4.332 -0.733 -0.009 -0.004 0.010 0.00
H -1.680 -4.355 -3.012 -0.002 -0.003 -0.001 0.00
H -0.228 -2.435 -3.780 -0.002 -0.006 -0.004 0.00
H 0.226 -0.639 -2.176 0.019 0.010 0.019 -0.03
H -4.938 -0.769 2.585 0.030 0.007 -0.015 0.00
H -4.957 -2.379 3.316 0.045 -0.043 0.047 0.00
H -6.172 -1.926 2.130 -0.003 -0.017 0.020 0.00
H -4.074 -0.381 -0.447 0.014 0.017 0.062 0.00
H -5.618 -1.214 -0.582 -0.008 0.011 -0.005 0.00
H -4.225 -1.797 -1.488 0.016 -0.016 0.012 0.00
H -4.757 -4.967 1.111 0.050 -0.028 0.048 0.00
H -4.689 -4.434 -0.573 0.022 -0.013 -0.006 0.00
H -6.023 -3.950 0.448 0.001 -0.004 0.005 0.00
H -2.690 -5.947 0.626 -0.072 0.016 -0.014 0.00
H -1.572 -6.490 1.865 -0.001 -0.006 -0.004 0.00
H -0.953 -5.648 0.456 -0.003 0.008 -0.023 0.00
H -4.197 -4.592 3.145 -0.031 0.033 -0.043 0.00
H -3.201 -3.748 4.330 -0.002 0.081 0.060 0.00
H -2.895 -5.433 3.963 -0.007 0.006 -0.002 0.00
H 0.570 -4.527 2.466 -0.038 -0.025 -0.010 0.00
H -0.364 -5.074 3.848 0.016 0.017 0.019 0.00
H 0.109 -3.381 3.711 -0.020 0.033 -0.013 0.00
C -2.442 0.834 -2.526 0.006 -0.038 -0.004 -0.02
Si -1.617 1.960 -1.214 -0.010 0.002 -0.029 0.06
C -3.101 3.016 -0.467 -0.021 0.052 -0.021 -0.03
C -3.766 2.378 0.756 0.008 -0.052 0.027 0.00
C -4.209 3.154 -1.527 0.005 -0.027 0.062 -0.01
C -2.693 4.438 -0.049 0.005 -0.022 -0.006 -0.02
C -0.514 3.126 -2.315 0.040 -0.025 -0.004 -0.02
C 0.469 3.922 -1.448 0.018 -0.008 -0.003 -0.01
C 0.304 2.221 -3.243 0.013 0.025 0.021 0.00
C -1.268 4.083 -3.248 -0.069 -0.024 0.010 0.00
H -3.093 1.406 -3.190 -0.006 0.041 -0.018 0.00
H -3.034 0.023 -2.103 0.036 0.094 -0.033 0.01
H -1.683 0.372 -3.158 0.017 -0.010 0.000 0.01
H -4.131 1.368 0.563 0.001 -0.025 -0.034 0.00
H -4.632 2.983 1.049 -0.014 0.009 0.017 0.00
H -3.099 2.317 1.614 -0.029 0.005 -0.044 0.00
H -4.688 2.196 -1.736 0.000 -0.024 -0.014 0.00
H -3.854 3.564 -2.471 0.060 0.036 -0.053 0.00
H -4.983 3.830 -1.146 -0.006 -0.001 0.004 0.00
H -1.934 4.448 0.729 0.057 -0.035 0.051 0.00
H -3.574 4.952 0.352 -0.010 0.008 0.008 0.00
H -2.323 5.036 -0.877 -0.001 -0.007 -0.029 0.00
H 1.120 3.254 -0.879 0.004 0.004 0.011 0.01
H -0.035 4.586 -0.744 -0.030 0.004 0.006 0.00
H 1.113 4.543 -2.082 0.010 -0.004 -0.008 0.00
H 0.775 1.405 -2.698 0.006 -0.016 0.001 0.00
H 1.107 2.795 -3.716 0.011 0.003 -0.002 0.00
H -0.309 1.801 -4.041 -0.029 -0.024 -0.002 0.00
H -1.826 4.863 -2.735 -0.007 0.004 0.041 0.00
H -1.963 3.544 -3.896 -0.021 -0.003 -0.003 0.00
H -0.544 4.585 -3.902 0.004 0.006 -0.003 0.00
C 3.252 -1.274 -1.126 0.021 -0.009 0.045 0.02
C 3.100 0.231 -0.898 0.070 0.009 0.009 0.00
O 1.837 0.632 -0.529 -0.412 -0.250 -0.014 0.02
C 4.083 0.670 0.215 0.038 -0.063 0.041 0.01
F 4.125 1.996 0.355 -0.013 0.165 -0.018 0.00
F 5.339 0.251 -0.009 0.038 -0.075 -0.061 0.00
F 3.707 0.151 1.391 -0.038 -0.122 -0.050 0.00
C 3.482 0.939 -2.222 0.006 0.013 0.029 0.00
F 2.777 0.407 -3.238 -0.116 -0.097 -0.094 0.00
F 4.774 0.773 -2.537 0.166 -0.039 0.036 0.00
F 3.240 2.244 -2.200 -0.042 0.134 0.020 0.00
H 3.224 -1.794 -0.173 -0.008 0.002 0.010 0.00
H 4.195 -1.504 -1.619 0.004 0.015 0.006 0.00
H 2.435 -1.624 -1.755 -0.003 0.003 0.006 0.00